[1]
Molecular formula: F3HN2O2S
Method: DFT, ωB97M-V/def2-TZVPD

Calculated values
HOMO-LUMO gap (spin up / spin down): 8.57 / 8.73 eV
total charge: 0
energy relative to the best compared isomer or geometry (same formula, charge and spin): 260.16 kJ/mol
strongest force on any atom: 2.673 eV/Å
spin multiplicity: 1
E_tot: -958.03847 hartree

```
9
Properties=species:S:1:pos:R:3:lowdin_charge:R:1
N -1.64870 0.77654 -0.67196 0.11
N 1.04089 -0.21994 1.34044 -0.17
O 0.21895 -2.41523 0.01241 -0.32
O 1.33542 -0.48624 -1.26416 -0.32
F -1.29609 0.74429 -2.02394 -0.15
F 0.01094 -0.20372 2.21903 -0.01
F 1.35202 1.06506 1.06703 -0.01
S 0.46818 -1.02555 -0.28237 0.81
H -1.48162 1.76479 -0.39648 0.06
```



[2]
Molecular formula: C23H19IMoN4O3
Method: DFT, ωB97M-V/def2-TZVPD

Calculated values
HOMO-LUMO gap (spin up / spin down): 6.64 / 6.72 eV
total charge: +2
energy relative to the best compared isomer or geometry (same formula, charge and spin): 0.00 kJ/mol
strongest force on any atom: 0.427 eV/Å
<S²>: 2.024
spin multiplicity: 3
E_tot: -1697.99969 hartree

```
51
Properties=species:S:1:pos:R:3:mulliken_spin:R:1
Mo 0.48166 0.21211 -1.47202 2.03
C 2.32352 4.17385 -2.92513 0.00
C 1.57392 4.15825 -1.62878 -0.04
N 1.69397 5.19428 -0.82535 0.01
C 1.01895 5.25224 0.33005 -0.01
C 0.16035 4.27096 0.76692 0.02
C -0.58186 4.41721 2.07648 0.00
O -1.98718 4.26355 1.92399 0.00
C 0.03778 3.12166 -0.04828 0.01
C -0.96496 2.13907 0.25038 0.01
N -1.03448 0.95112 -0.27848 -0.03
C -2.24454 0.19682 -0.11933 -0.01
C -2.84287 0.02062 1.11975 0.00
C -4.04372 -0.66720 1.21120 0.00
C -4.64662 -1.18335 0.07256 0.00
C -4.04568 -1.03097 -1.17148 0.00
C -2.84907 -0.34552 -1.24633 0.01
I -1.86291 -0.12567 -3.10076 -0.05
C 0.76366 3.06594 -1.24968 0.03
O 0.65625 2.00784 -2.08068 -0.01
H 2.10880 5.10396 -3.44935 0.00
H 2.06413 3.33398 -3.56292 0.00
H 3.39611 4.15721 -2.72944 0.00
H 1.17392 6.14663 0.92245 0.00
H -0.32911 5.37849 2.52444 0.00
H -0.25924 3.64515 2.77774 0.00
H -2.38798 5.11412 1.71550 0.00
H -1.77775 2.45427 0.90231 0.00
H -2.36764 0.41843 2.00813 0.00
H -4.50925 -0.79884 2.17811 0.00
H -5.58711 -1.71190 0.14560 0.00
H -4.51373 -1.43806 -2.05766 0.00
O 2.16631 -0.03259 -0.83272 0.03
C 2.86987 -0.68745 0.14006 0.00
C 4.09327 -0.17917 0.53528 -0.01
C 4.79939 -0.83636 1.52626 0.01
C 4.27982 -1.98804 2.11199 -0.01
C 3.06293 -2.49175 1.69397 0.01
C 2.33569 -1.85168 0.68845 0.02
C 1.10017 -2.41224 0.15113 0.02
N 0.25125 -1.84512 -0.72394 -0.08
C -0.72337 -2.79732 -0.99812 0.01
C -0.46404 -3.91914 -0.29292 0.00
N 0.67788 -3.65590 0.42249 0.01
H 4.47147 0.71791 0.06414 0.00
H 5.75696 -0.45058 1.84716 0.00
H 4.82930 -2.49395 2.89297 0.00
H 2.68113 -3.38532 2.17095 0.00
H -1.52687 -2.62394 -1.68666 -0.01
H -0.97344 -4.86505 -0.24587 0.00
H 1.15825 -4.31496 1.01394 0.00
```



[3]
Molecular formula: C8H12N2PSr
Method: DFT, ωB97M-V/def2-TZVPD

Calculated values
HOMO-LUMO gap: 3.17 eV
total charge: -1
energy relative to the best compared isomer or geometry (same formula, charge and spin): 557.31 kJ/mol
strongest force on any atom: 7.194 eV/Å
spin multiplicity: 1
E_tot: -793.17863 hartree

```
24
Properties=species:S:1:pos:R:3:lowdin_charge:R:1
C 0.49952 1.01263 -2.53824 -0.54
C 0.27482 0.31793 -3.70924 -0.36
C -0.04848 -1.05877 -3.75254 -0.27
C -0.15008 -1.91247 -2.62894 -0.36
C 0.02362 -1.48597 -1.32804 -0.51
Sr 0.20472 0.40253 -0.63584 0.89
P 0.34252 2.69473 0.11306 0.58
H 0.84242 2.04993 -2.68764 -0.07
H 0.40372 0.83203 -4.66974 0.05
H -0.16838 -1.51577 -4.74314 0.04
H 0.01432 -2.29767 -0.58194 -0.08
H -0.32208 -2.97827 -2.82434 0.05
H -0.74118 3.23543 0.84876 -0.14
H 0.48032 3.68433 -0.89104 -0.12
H 1.41492 3.05743 0.96606 -0.14
N -0.42578 -1.53527 2.34426 0.00
C -0.53698 -1.50117 3.68476 -0.13
C -0.33138 -0.20537 4.10776 -0.10
C -0.09548 0.51503 2.95636 -0.17
N -0.15858 -0.31827 1.90026 -0.06
H -0.53068 -2.37877 1.74036 0.17
H -0.75178 -2.35707 4.31026 0.11
H -0.34968 0.16813 5.12296 0.09
H 0.10962 1.57463 2.89586 0.08
```



[4]
Molecular formula: C4H7NO2S
Method: DFT, ωB97M-V/def2-TZVPD

Calculated values
HOMO-LUMO gap: 10.25 eV
total charge: 0
energy relative to the best compared isomer or geometry (same formula, charge and spin): 63.67 kJ/mol
strongest force on any atom: 1.184 eV/Å
structure (SMILES): O=CNC(=O)CCS
spin multiplicity: 1
E_tot: -760.05230 hartree

```
15
Properties=species:S:1:pos:R:3:lowdin_charge:R:1
O 2.34161 -0.60487 0.19448 0.09
C 1.18720 -0.61592 -0.17760 -0.48
N 0.88502 -0.61564 -1.52254 0.14
C -0.36690 -0.52829 -2.10810 -0.30
O -0.47840 -0.28302 -3.27981 0.07
C 0.06145 -0.53604 0.83379 -0.18
C -0.30048 0.93659 1.04057 -0.53
S -1.99306 1.13543 1.73839 0.70
H 1.65807 -0.60755 -2.17771 0.17
H -1.24279 -0.73257 -1.48250 0.14
H 0.51709 -0.95440 1.72127 0.12
H -0.77156 -1.10755 0.47183 0.08
H -0.25555 1.45186 0.08440 0.07
H 0.34359 1.46587 1.74045 0.08
H -1.58527 1.59611 2.92307 -0.15
```



[5]
Molecular formula: C4H7NO
Method: DFT, ωB97M-V/def2-TZVPD

Calculated values
HOMO-LUMO gap (spin up / spin down): 7.63 / 8.32 eV
total charge: 0
energy relative to the best compared isomer or geometry (same formula, charge and spin): 609.34 kJ/mol
strongest force on any atom: 1.234 eV/Å
spin multiplicity: 1
E_tot: -286.39956 hartree

```
13
Properties=species:S:1:pos:R:3:lowdin_charge:R:1
C 0.40310 1.40202 0.43305 0.04
C -0.76310 0.66497 0.53348 -0.21
C -1.17534 -0.13351 -0.65855 -0.18
N -0.50292 -1.05198 0.19530 0.05
C 0.93823 -1.20884 -0.03860 -0.48
O 0.89430 -2.00539 -1.04542 0.02
H 1.39562 -0.13722 -0.18396 0.12
H 0.84369 1.86650 1.31184 0.08
H 0.77912 1.74311 -0.52616 0.08
H -1.33112 0.64018 1.45577 0.12
H -2.23141 -0.36115 -0.80188 0.12
H -0.65535 0.14532 -1.57899 0.13
H 1.40518 -1.56402 0.90410 0.12
```



[6]
Molecular formula: C45H109N11O9
Method: DFT, ωB97M-V/def2-TZVPD

Calculated values
HOMO-LUMO gap: 7.81 eV
total charge: 0
strongest force on any atom: 5.713 eV/Å
structure (SMILES): CC1(C)CCCC(C)(C)N1O.CC1(C)CCCC(C)(C)N1O.CC1(C)CCCC(C)(C)N1O.COC[C@H](C)N.COC[C@H](C)N.COC[C@H](C)N.COC[C@H](C)N.NC(N)=O.NC(N)=O
spin multiplicity: 1
E_tot: -3059.03013 hartree

```
174
Properties=species:S:1:pos:R:3:lowdin_charge:R:1
C 3.18691 2.64948 -1.92871 -0.04
C 4.55388 2.72187 -2.55638 -0.45
C 5.45296 2.18885 -1.41432 -0.19
C 6.79132 1.58391 -1.70141 -0.15
C 6.57249 0.41119 -2.80889 -0.08
C 5.88984 0.99635 -4.10820 -0.50
N 4.67784 1.74362 -3.69808 -0.14
O 3.60037 1.81826 -4.57234 0.00
C 6.90448 1.86799 -4.80951 -0.05
C 5.48768 -0.16813 -4.99750 -0.03
C 5.04844 4.09526 -3.00954 -0.02
H 2.46653 3.38579 -2.28509 0.09
H 3.14273 2.65344 -0.83961 0.07
H 2.67992 1.72187 -2.19443 0.07
H 5.70888 3.04284 -0.78719 0.11
H 4.98791 1.50205 -0.70712 0.09
H 7.27888 1.31604 -0.76404 0.11
H 7.34167 2.37887 -2.20465 0.09
H 5.86237 -0.29283 -2.37509 0.11
H 7.53044 -0.03808 -3.07080 0.10
H 7.84786 1.34814 -4.97653 0.09
H 6.62655 2.10745 -5.83592 0.08
H 7.16240 2.88865 -4.52693 0.07
H 5.33071 0.14484 -6.02974 0.08
H 6.33600 -0.85208 -5.02353 0.09
H 4.59516 -0.74123 -4.74640 0.07
H 4.96106 4.72745 -2.12592 0.08
H 4.51118 4.45901 -3.88540 0.09
H 6.10911 4.19672 -3.23933 0.06
H 3.13327 1.09677 -4.14471 0.08
C 0.30209 -4.94241 -5.26727 -0.04
C -0.29517 -3.63322 -4.65355 -0.44
C -1.32757 -3.90146 -3.52003 -0.14
C -0.80481 -4.37507 -2.19992 -0.21
C 0.30089 -3.47547 -1.71712 -0.13
C 1.44487 -3.19752 -2.78362 -0.41
N 0.83564 -2.78652 -4.05981 -0.11
O 1.82477 -2.36782 -4.98236 -0.03
C 2.29227 -1.91028 -2.31436 -0.03
C 2.47873 -4.35807 -2.98653 -0.03
C -1.02156 -2.95770 -5.78914 -0.06
H 0.89810 -4.85723 -6.17591 0.08
H -0.40187 -5.75198 -5.45995 0.08
H 1.11522 -5.43051 -4.72999 0.05
H -1.93290 -3.01053 -3.35299 0.11
H -2.01987 -4.70222 -3.78003 0.12
H -0.45226 -5.39799 -2.33201 0.12
H -1.47750 -4.28470 -1.34702 0.09
H 0.71196 -4.05324 -0.88930 0.12
H -0.16269 -2.53523 -1.41857 0.10
H 3.03662 -1.64862 -3.06642 0.06
H 1.68520 -1.10645 -1.89794 0.05
H 2.91821 -2.16291 -1.45851 0.05
H 2.74213 -4.47883 -4.03731 0.07
H 3.34413 -4.14189 -2.36006 0.07
H 2.04443 -5.33425 -2.77076 0.07
H -0.44805 -2.95665 -6.71607 0.08
H -1.20186 -1.89830 -5.60681 0.08
H -2.01156 -3.33565 -6.04441 0.09
H 1.62819 -1.43587 -5.10243 0.10
C -2.02015 -5.24861 1.37906 -0.04
C -1.58861 -4.60222 2.69476 -0.41
C -0.12528 -3.96121 2.55002 -0.13
C 0.31520 -2.90571 3.55089 -0.19
C -0.70468 -1.84398 3.49944 -0.18
C -2.11989 -2.30187 3.89250 -0.46
N -2.48391 -3.35396 2.95184 -0.11
O -3.84278 -3.67841 2.92992 -0.01
C -2.30308 -2.66696 5.34783 -0.02
C -2.94266 -0.99959 3.40714 0.01
C -1.54036 -5.70152 3.74341 -0.05
H -2.06715 -4.51604 0.57330 0.05
H -3.00548 -5.71449 1.39267 0.09
H -1.34086 -6.06008 1.11797 0.09
H 0.68056 -4.68719 2.44192 0.12
H -0.15572 -3.48639 1.56936 0.09
H 1.33102 -2.59290 3.30933 0.09
H 0.39386 -3.40106 4.51863 0.12
H -0.78315 -1.11358 2.69417 0.10
H -0.32706 -1.13823 4.23930 0.12
H -3.33527 -2.51639 5.66409 0.08
H -2.05270 -3.69947 5.59140 0.06
H -1.74853 -2.10706 6.10087 0.08
H -2.61502 -0.77085 2.39302 0.07
H -4.00310 -1.25164 3.39978 0.07
H -2.85469 -0.19817 4.14068 0.06
H -2.04517 -6.64985 3.55919 0.08
H -2.17442 -5.48477 4.60311 0.07
H -0.57813 -6.10481 4.05898 0.08
H -4.21539 -2.92866 2.46021 0.07
C 0.18485 1.41504 -1.17674 -0.79
O 0.03960 1.62766 -2.32775 0.07
N 0.49809 2.48542 -0.39972 0.15
N -0.07072 0.34818 -0.48807 0.20
H 0.67167 3.32732 -0.92996 0.10
H 0.77477 2.48291 0.57164 0.05
H 0.12118 0.28147 0.50128 0.06
H -0.59805 -0.40814 -0.90039 0.10
C 2.48848 5.89416 1.54608 -0.75
O 1.97768 4.74595 1.58624 -0.01
N 2.48337 6.62301 0.46644 0.17
N 2.91091 6.54560 2.58851 0.17
H 1.84868 6.31185 -0.25499 0.13
H 3.04975 7.45726 0.40887 0.11
H 3.11931 6.00095 3.41314 0.12
H 3.49796 7.29058 2.24139 0.11
C 2.16538 -1.22870 1.10045 -0.05
C 2.46735 -0.04874 2.05255 -0.39
C 3.89486 0.47592 2.21732 -0.20
O 3.93870 1.68412 2.96077 -0.21
C 5.25760 2.33786 3.23198 -0.02
N 1.52598 1.06883 1.79152 0.06
H 2.80880 -2.08587 1.29889 0.09
H 2.57812 -0.86324 0.16014 0.06
H 1.11400 -1.51475 1.12979 0.06
H 2.16849 -0.49124 3.00280 0.11
H 4.36342 0.57322 1.23799 0.11
H 4.41885 -0.36651 2.66884 0.13
H 5.84124 1.71111 3.90626 0.08
H 5.09120 3.32759 3.65725 0.08
H 5.73225 2.50593 2.26525 0.07
H 2.05029 1.77417 2.28919 0.06
H 1.67786 1.18124 0.79935 0.03
C -2.86076 1.93644 6.09411 -0.05
C -1.31861 2.24329 6.13380 -0.43
C -0.99283 3.67773 5.75835 -0.16
O -1.58354 4.08068 4.49155 -0.19
C -1.16927 3.49470 3.27666 -0.11
N -1.07522 1.94267 7.51537 0.01
H -3.37284 2.66005 6.72835 0.09
H -3.00218 0.88307 6.33601 0.06
H -3.12545 2.06109 5.04410 0.05
H -0.73461 1.50231 5.58792 0.13
H 0.06663 3.90556 5.87546 0.12
H -1.46006 4.46100 6.35523 0.13
H -0.14142 3.61693 2.93504 0.07
H -1.75525 3.97725 2.49443 0.07
H -1.40402 2.43251 3.20783 0.07
H -0.30822 2.46772 7.91052 0.07
H -0.80358 0.97509 7.61585 0.07
C -3.43964 2.63160 0.41703 -0.08
C -3.31335 3.38427 -0.89045 -0.36
C -4.64404 3.90642 -1.47149 -0.21
O -5.69364 2.93571 -1.47987 -0.22
C -6.84497 3.39527 -2.19817 -0.09
N -2.46274 4.56030 -0.40921 0.03
H -4.01407 1.72308 0.23614 0.05
H -3.97601 3.23141 1.15232 0.09
H -2.44410 2.26903 0.67303 0.06
H -2.81531 2.85337 -1.70174 0.14
H -4.37446 4.34835 -2.43073 0.12
H -5.07708 4.66380 -0.81807 0.12
H -6.71097 3.29547 -3.27530 0.09
H -6.96455 4.45580 -1.97666 0.08
H -7.53672 2.70073 -1.72155 0.09
H -1.59004 4.09530 -0.20363 0.02
H -2.81991 5.03017 0.41040 0.05
C -8.47977 -1.36804 -1.99245 -0.05
C -7.33725 -2.01703 -1.08662 -0.39
C -5.91932 -1.29476 -1.07775 -0.16
O -4.98465 -1.96553 -0.16674 -0.20
C -3.62563 -1.50711 -0.39924 -0.09
N -7.76527 -1.75922 0.25240 0.01
H -8.66528 -0.31822 -1.76539 0.06
H -9.39203 -1.93128 -1.79591 0.07
H -8.17086 -1.44681 -3.03480 0.07
H -7.34308 -3.06836 -1.37433 0.13
H -5.99758 -0.21445 -0.95557 0.12
H -5.57318 -1.51664 -2.08723 0.11
H -2.87745 -2.12000 0.10347 0.07
H -3.40291 -0.47978 -0.11098 0.06
H -3.45230 -1.44100 -1.47333 0.08
H -8.02875 -0.78929 0.35195 0.07
H -6.88579 -1.87087 0.73630 0.05
```